(1)
Formula: C10H18Br8Cl6
Source: the OMol25 dataset
Level of theory: ωB97M-V/def2-TZVPD

Computed properties:
- HOMO-LUMO gap: 10.4 eV
- HOMO: -10.14 eV
- Charge: 0
- Multiplicity: 1
- Total energy: -23745.0287 Eh
- SMILES: ClC(Cl)Cl.ClC(Cl)Cl.BrCCBr.BrCCBr.BrCCBr.BrCCBr
- Molecular weight: 990.20 g/mol
- F_max: 0.079 hartree/bohr

Atoms and positions in Å:
Br  -0.77  -3.70  3.24
C  0.32  -2.19  2.61
C  0.48  -1.27  3.80
Br  1.21  0.43  3.16
H  -0.32  -1.76  1.84
H  1.24  -2.54  2.18
H  1.20  -1.70  4.49
H  -0.37  -1.16  4.46
Br  2.03  3.83  1.23
C  3.52  5.11  1.21
C  3.11  6.41  1.91
Br  4.71  7.42  2.31
H  3.71  5.22  0.15
H  4.38  4.59  1.62
H  2.64  6.09  2.83
H  2.51  6.99  1.22
Br  -1.58  0.26  -2.18
C  -0.18  0.01  -0.81
C  0.50  1.34  -0.60
Br  1.82  1.65  -2.00
H  0.53  -0.72  -1.19
H  -0.62  -0.36  0.11
H  1.08  1.31  0.32
H  -0.19  2.17  -0.62
Br  -1.43  -6.24  -2.45
C  0.10  -5.14  -1.92
C  -0.35  -4.07  -0.92
Br  1.30  -3.36  -0.12
H  0.47  -4.63  -2.80
H  0.89  -5.81  -1.59
H  -0.98  -4.49  -0.14
H  -0.87  -3.29  -1.46
C  -3.55  -3.50  0.41
Cl  -4.37  -4.20  -0.98
Cl  -4.58  -2.51  1.43
Cl  -2.12  -2.61  -0.07
H  -3.26  -4.38  0.98
C  -2.37  3.29  -4.36
Cl  -3.44  2.97  -5.69
Cl  -3.21  3.25  -2.78
Cl  -1.51  4.83  -4.57
H  -1.66  2.47  -4.28

(2)
Formula: C23H25NO3S
Source: the OMol25 dataset
Level of theory: ωB97M-V/def2-TZVPD

Computed properties:
- HOMO-LUMO gap: 3.5 eV
- HOMO: -5.37 eV
- Charge: 0
- Multiplicity: 1
- Total energy: -1569.9129 Eh
- Molecular weight: 395.52 g/mol
- F_max: 0.031 hartree/bohr

Atoms and positions in Å:
C  4.30  -1.35  1.30
O  3.64  -0.09  1.56
C  2.30  0.03  1.38
C  1.74  1.30  1.70
C  0.36  1.47  1.70
C  -0.52  0.38  1.46
C  -1.94  0.56  1.72
N  -2.84  -0.42  1.90
C  -4.22  -0.28  1.40
C  -2.46  -1.73  2.45
C  0.06  -0.80  0.93
C  1.44  -1.00  0.91
H  5.33  -1.12  1.57
H  3.91  -2.15  1.93
H  4.23  -1.61  0.24
H  2.42  2.11  1.92
H  -0.06  2.45  1.93
H  -2.34  1.58  1.60
H  -4.80  -1.12  1.78
H  -4.68  0.66  1.73
H  -4.21  -0.31  0.30
H  -3.38  -2.23  2.77
H  -1.99  -2.35  1.68
H  -1.79  -1.64  3.32
H  -0.57  -1.57  0.51
H  1.87  -1.93  0.54
C  -3.77  5.78  2.85
C  -2.57  5.13  2.52
C  -1.92  4.30  3.45
C  -2.50  4.10  4.70
S  -1.65  3.03  5.89
C  -1.99  1.39  5.45
C  -1.79  0.40  6.46
C  -2.51  -0.82  6.36
C  -2.23  -1.88  7.23
C  -1.27  -1.75  8.25
C  -0.67  -0.48  8.45
C  -0.94  0.59  7.60
O  -0.25  3.34  5.71
O  -2.31  3.32  7.16
C  -3.68  4.75  5.07
C  -4.32  5.58  4.14
H  -4.29  6.41  2.13
H  -2.13  5.27  1.54
H  -0.97  3.83  3.20
H  -2.86  1.31  4.81
H  -3.31  -0.87  5.63
H  -2.78  -2.81  7.13
H  -1.01  -2.59  8.89
H  -0.01  -0.33  9.30
H  -0.55  1.57  7.86
H  -4.10  4.61  6.07
H  -5.24  6.08  4.41

(3)
Formula: C3H7NO2S
Source: the OMol25 dataset
Level of theory: ωB97M-V/def2-TZVPD

Computed properties:
- HOMO-LUMO gap (alpha / beta): 3.3 / 7.6 eV
- Expectation value of S²: 0.753
- HOMO (alpha / beta): -0.11 / -4.54 eV
- Charge: -1
- Multiplicity: 2
- Total energy: -721.8941 Eh
- Molecular weight: 121.16 g/mol
- F_max: 0.022 hartree/bohr

Atoms and positions in Å:
O  2.42  -0.13  0.58
C  1.26  -0.55  0.83
O  1.02  -1.25  2.05
C  0.05  0.14  0.28
C  0.01  -0.20  -1.20
S  -1.27  0.82  -2.16
N  -1.26  -0.14  0.86
H  0.69  -0.62  2.73
H  0.21  1.24  0.26
H  -0.25  -1.23  -1.43
H  0.94  0.03  -1.70
H  -0.50  1.21  -3.16
H  -1.39  0.28  1.77
H  -1.93  0.38  0.29

(4)
Formula: C48H45NO2P3Pd
Source: the OMol25 dataset
Level of theory: ωB97M-V/def2-TZVPD

Computed properties:
- HOMO-LUMO gap (alpha / beta): 5.8 / 5.8 eV
- HOMO (alpha / beta): -3.42 / -3.42 eV
- Charge: -1
- Multiplicity: 1
- Total energy: -3213.2660 Eh
- Molecular weight: 867.24 g/mol
- F_max: 0.025 hartree/bohr

Atoms and positions in Å:
Pd  0.16  0.09  -0.04
O  0.51  -3.43  -3.81
C  1.07  -2.41  -3.39
O  0.59  -1.50  -2.64
C  2.51  -2.11  -3.75
C  3.14  -2.81  -4.77
C  4.41  -2.46  -5.18
C  5.05  -1.40  -4.55
C  4.43  -0.71  -3.51
C  3.15  -1.06  -3.08
P  2.14  -0.16  -1.75
C  1.60  1.20  -2.91
C  0.26  1.36  -3.24
C  -0.13  2.33  -4.15
C  0.81  3.17  -4.75
C  2.15  3.02  -4.43
C  2.54  2.03  -3.53
C  3.60  0.72  -0.91
C  3.46  2.11  -0.33
C  4.71  2.70  0.43
C  5.95  1.86  0.42
C  5.88  0.59  0.05
C  4.68  0.00  -0.57
H  2.59  -3.62  -5.24
H  4.90  -3.00  -5.98
H  6.05  -1.10  -4.87
H  4.97  0.09  -3.03
H  -0.47  0.70  -2.80
H  -1.18  2.44  -4.39
H  0.49  3.93  -5.45
H  2.90  3.65  -4.89
H  3.59  1.91  -3.31
H  3.05  2.79  -1.08
H  4.92  3.74  0.15
H  6.88  2.30  0.77
H  6.77  -0.03  0.10
H  4.75  -1.04  -0.89
N  -1.20  2.47  1.37
P  0.00  2.43  0.16
C  1.49  3.10  0.98
C  1.58  4.32  1.50
C  2.74  4.75  2.31
C  3.79  3.96  2.49
C  3.92  2.65  1.78
C  2.65  2.15  1.02
C  -0.53  3.85  -0.86
C  0.38  4.54  -1.67
C  -0.02  5.60  -2.46
C  -1.36  5.99  -2.47
C  -2.28  5.31  -1.69
C  -1.87  4.24  -0.90
P  -1.94  0.98  1.84
C  -0.97  0.44  3.32
C  0.30  0.93  3.62
C  1.02  0.43  4.70
C  0.47  -0.57  5.50
C  -0.80  -1.04  5.22
C  -1.52  -0.53  4.14
C  -3.27  1.89  2.84
C  -4.56  1.89  2.30
C  -5.61  2.54  2.93
C  -5.40  3.21  4.13
C  -4.12  3.22  4.69
C  -3.08  2.56  4.05
H  -1.36  3.30  1.92
H  0.74  5.01  1.40
H  2.69  5.72  2.80
H  4.60  4.27  3.14
H  4.35  1.89  2.43
H  2.30  1.16  1.31
H  1.42  4.23  -1.68
H  0.70  6.11  -3.08
H  -1.68  6.82  -3.09
H  -3.32  5.60  -1.70
H  -2.59  3.70  -0.30
H  0.72  1.73  3.02
H  2.00  0.82  4.92
H  1.04  -0.98  6.32
H  -1.25  -1.81  5.85
H  -2.52  -0.90  3.95
H  -4.73  1.36  1.37
H  -6.60  2.53  2.48
H  -6.22  3.71  4.63
H  -3.95  3.73  5.63
H  -2.09  2.57  4.50
C  -2.07  -2.26  -0.88
C  -1.10  -2.76  0.19
C  -0.44  -4.07  -0.30
C  -1.87  -3.04  1.49
C  -0.08  -1.75  0.58
H  -2.91  -2.97  -0.98
H  -1.57  -2.16  -1.84
H  -2.47  -1.29  -0.59
H  -1.20  -4.85  -0.43
H  0.30  -4.42  0.42
H  0.04  -3.91  -1.27
H  -2.62  -3.81  1.29
H  -2.39  -2.14  1.83
H  -1.22  -3.39  2.29
H  0.64  -2.21  1.26

(5)
Formula: C34H37MoN4O4S3
Source: the OMol25 dataset
Level of theory: ωB97M-V/def2-TZVPD

Computed properties:
- HOMO-LUMO gap (alpha / beta): 5.7 / 6.9 eV
- Expectation value of S²: 0.766
- HOMO (alpha / beta): -5.76 / -7.26 eV
- Charge: 0
- Multiplicity: 2
- Total energy: -3100.5068 Eh
- Molecular weight: 757.84 g/mol
- F_max: 0.009 hartree/bohr

Atoms and positions in Å:
Mo  0.39  -1.07  -1.54
O  -3.19  1.75  -1.15
C  -2.74  2.75  -1.93
C  -3.45  3.96  -1.91
C  -3.06  5.01  -2.71
C  -1.94  4.90  -3.54
C  -1.23  3.72  -3.54
C  -1.60  2.64  -2.74
C  -0.76  1.42  -2.72
O  -1.15  0.41  -1.95
N  0.34  1.38  -3.40
N  0.93  0.14  -3.20
C  1.48  -0.46  -4.25
C  1.43  -1.86  -4.23
C  1.99  -2.70  -5.22
C  1.80  -4.05  -5.15
C  1.04  -4.60  -4.09
C  0.53  -3.74  -3.15
N  0.70  -2.41  -3.19
H  -2.58  0.99  -1.29
H  -4.32  4.02  -1.28
H  -3.63  5.93  -2.69
H  -1.64  5.72  -4.17
H  -0.34  3.61  -4.16
H  1.77  0.11  -5.12
H  2.56  -2.26  -6.03
H  2.22  -4.70  -5.91
H  0.87  -5.66  -4.01
H  -0.05  -4.10  -2.31
O  0.83  0.68  -0.01
S  0.01  1.91  0.28
C  0.50  2.42  1.97
C  0.40  1.28  2.97
C  -1.02  0.98  3.42
C  -1.09  0.08  4.64
S  -0.51  -1.64  4.26
O  -0.47  -1.76  2.78
C  -2.01  -2.47  4.80
C  -3.01  -2.72  3.87
C  -4.17  -3.34  4.28
C  -4.33  -3.71  5.61
C  -3.32  -3.47  6.53
C  -2.15  -2.85  6.12
C  0.81  3.27  -0.55
C  0.15  4.49  -0.61
C  0.77  5.56  -1.23
C  2.03  5.39  -1.80
C  2.66  4.16  -1.76
C  2.06  3.09  -1.12
H  -0.19  3.23  2.21
H  1.51  2.83  1.92
H  1.03  1.54  3.83
H  0.83  0.38  2.52
H  -1.59  0.54  2.60
H  -1.53  1.92  3.70
H  -2.10  0.02  5.04
H  -0.43  0.44  5.44
H  -2.84  -2.44  2.83
H  -4.96  -3.55  3.57
H  -5.24  -4.20  5.93
H  -3.44  -3.77  7.57
H  -1.34  -2.67  6.83
H  -0.85  4.59  -0.21
H  0.27  6.51  -1.30
H  2.51  6.22  -2.31
H  3.63  4.03  -2.22
H  2.52  2.11  -1.09
S  -2.23  -2.90  -0.09
C  -1.04  -2.10  -0.67
C  2.93  -1.40  1.39
C  2.66  -2.34  0.21
C  3.91  -2.51  -0.65
C  2.16  -3.69  0.73
N  1.63  -1.79  -0.63
H  3.73  -1.80  2.01
H  2.02  -1.31  1.98
H  3.21  -0.41  1.03
H  4.72  -2.95  -0.06
H  4.25  -1.55  -1.03
H  3.70  -3.17  -1.50
H  2.90  -4.14  1.39
H  1.97  -4.37  -0.10
H  1.23  -3.54  1.29

(6)
Formula: C13H16BrCl3N7OSSiTl
Source: the OMol25 dataset
Level of theory: ωB97M-V/def2-TZVPD

Computed properties:
- HOMO-LUMO gap: 2.7 eV
- HOMO: 1.35 eV
- Charge: -2
- Multiplicity: 1
- Total energy: -5778.0563 Eh
- Molecular weight: 737.12 g/mol
- F_max: 0.084 hartree/bohr

Atoms and positions in Å:
Tl  -0.74  0.82  -0.66
N  3.70  0.58  -2.44
C  4.00  -0.28  -1.40
C  2.87  -0.44  -0.64
N  1.87  0.32  -1.21
C  2.39  0.94  -2.29
C  1.55  1.84  -3.10
N  0.25  2.05  -2.75
C  -0.30  2.93  -3.64
C  0.67  3.21  -4.58
N  1.82  2.54  -4.22
H  4.33  0.89  -3.15
H  4.98  -0.71  -1.27
H  2.80  -1.05  0.27
H  -1.43  3.40  -3.73
H  0.63  3.85  -5.44
H  2.70  2.58  -4.71
C  -1.57  -2.61  4.43
C  -2.15  -1.68  3.40
C  -3.48  -1.25  3.46
C  -3.99  -0.37  2.51
C  -3.13  0.04  1.50
Br  -3.57  1.32  0.03
N  -1.89  -0.37  1.43
C  -1.39  -1.22  2.33
H  -2.31  -2.87  5.19
H  -0.72  -2.15  4.94
H  -1.22  -3.54  3.97
H  -4.12  -1.58  4.27
H  -5.01  -0.01  2.55
H  -0.32  -1.44  2.20
O  0.02  2.10  0.82
N  1.85  -2.34  2.42
C  1.33  -2.39  1.14
N  1.51  -3.62  0.54
S  0.59  -1.14  0.41
H  1.93  -3.19  2.96
H  1.65  -1.50  2.95
H  2.29  -4.19  0.84
H  1.28  -3.65  -0.43
Cl  -0.56  4.90  -2.42
Si  -2.06  2.93  -1.90
Cl  -3.71  4.11  -0.75
Cl  -3.35  2.26  -3.84

Please write out number 2 again, unchanged.
Formula: C23H25NO3S
Source: the OMol25 dataset
Level of theory: ωB97M-V/def2-TZVPD

Computed properties:
- HOMO-LUMO gap: 3.5 eV
- HOMO: -5.37 eV
- Charge: 0
- Multiplicity: 1
- Total energy: -1569.9129 Eh
- Molecular weight: 395.52 g/mol
- F_max: 0.031 hartree/bohr

Atoms and positions in Å:
C  4.30  -1.35  1.30
O  3.64  -0.09  1.56
C  2.30  0.03  1.38
C  1.74  1.30  1.70
C  0.36  1.47  1.70
C  -0.52  0.38  1.46
C  -1.94  0.56  1.72
N  -2.84  -0.42  1.90
C  -4.22  -0.28  1.40
C  -2.46  -1.73  2.45
C  0.06  -0.80  0.93
C  1.44  -1.00  0.91
H  5.33  -1.12  1.57
H  3.91  -2.15  1.93
H  4.23  -1.61  0.24
H  2.42  2.11  1.92
H  -0.06  2.45  1.93
H  -2.34  1.58  1.60
H  -4.80  -1.12  1.78
H  -4.68  0.66  1.73
H  -4.21  -0.31  0.30
H  -3.38  -2.23  2.77
H  -1.99  -2.35  1.68
H  -1.79  -1.64  3.32
H  -0.57  -1.57  0.51
H  1.87  -1.93  0.54
C  -3.77  5.78  2.85
C  -2.57  5.13  2.52
C  -1.92  4.30  3.45
C  -2.50  4.10  4.70
S  -1.65  3.03  5.89
C  -1.99  1.39  5.45
C  -1.79  0.40  6.46
C  -2.51  -0.82  6.36
C  -2.23  -1.88  7.23
C  -1.27  -1.75  8.25
C  -0.67  -0.48  8.45
C  -0.94  0.59  7.60
O  -0.25  3.34  5.71
O  -2.31  3.32  7.16
C  -3.68  4.75  5.07
C  -4.32  5.58  4.14
H  -4.29  6.41  2.13
H  -2.13  5.27  1.54
H  -0.97  3.83  3.20
H  -2.86  1.31  4.81
H  -3.31  -0.87  5.63
H  -2.78  -2.81  7.13
H  -1.01  -2.59  8.89
H  -0.01  -0.33  9.30
H  -0.55  1.57  7.86
H  -4.10  4.61  6.07
H  -5.24  6.08  4.41

Question: Number 4 is which compound?
Answer: C48H45NO2P3Pd

Question: molecular weight of number 5 (C34H37MoN4O4S3)?
Answer: 757.84 g/mol